Formula: C9H14O
Source: the OMol25 dataset
Level of theory: wB97M-V/def2-TZVPD

Each line ends with the Mulliken charge.
Geometry (Å):
O: 1.4072 -0.7785 -2.2705  -0.606
C: -2.5862 -2.1512 0.4169  -0.850
C: -1.5065 -3.0576 0.0655  -0.876
C: 0.1864 2.0876 -0.2942  -0.436
C: 0.8734 0.3017 1.1810  -0.692
C: 1.4112 -0.2086 0.0215  -0.520
C: 0.1589 1.4798 1.0125  0.946
C: 0.4361 1.4060 -1.3842  -0.466
C: -0.4069 2.0357 2.2000  -1.159
C: 0.9990 0.1235 -1.2006  0.836
H: 2.4127 -1.1860 -2.0959  0.347
H: 0.1901 1.7429 -2.4249  0.370
H: -2.5959 -1.0222 0.3337  0.234
H: -0.4643 -2.9600 0.3961  0.236
H: -1.6491 -4.0267 0.2259  0.449
H: 2.1181 -1.0632 0.0545  0.140
H: -2.9701 -2.0935 1.4051  0.340
H: 0.0141 3.2918 -0.3412  0.128
H: -0.2943 3.2521 2.2438  0.262
H: -1.5148 2.2400 2.2351  0.286
H: -0.0073 1.5716 3.1420  0.300
H: -3.4517 -2.3913 -0.2404  0.260
H: -1.3729 -3.0692 -1.0730  0.212
H: 0.9350 -0.1600 2.1924  0.259

Properties
HOMO energy: -8.31 eV
Structure (SMILES): Cc1ccc(O)cc1.CC
Multiplicity: 1
HOMO-LUMO gap: 9.037 eV

=====

Formula: C6H10
Source: the OMol25 dataset
Level of theory: wB97M-V/def2-TZVPD

Each line ends with the Mulliken charge.
Geometry (Å):
C: -0.3277 0.1434 0.0677  1.041
C: -0.1850 2.1769 -0.1125  -0.304
C: 1.5288 -1.0211 0.7101  -0.910
C: -1.3114 -0.9547 -0.1687  -1.454
C: -0.5720 1.3454 0.8662  -0.814
C: 0.1628 1.0642 -1.0657  -0.826
H: -1.6544 -1.3822 0.7713  0.341
H: -0.1516 3.2446 -0.2253  0.412
H: -0.4162 1.0245 -1.9899  0.274
H: -0.8727 -1.7430 -0.7773  0.341
H: 2.2248 -0.8032 -0.0727  0.285
H: 1.1440 -2.0205 0.7506  0.313
H: 1.2202 0.9828 -1.3066  0.176
H: 1.7502 -0.5754 1.6642  0.278
H: -0.9606 1.4953 1.8556  0.449
H: -2.1806 -0.5614 -0.7033  0.398

Properties
HOMO energy: -7.94 eV
Multiplicity: 1
HOMO-LUMO gap: 8.972 eV

=====

The records above yield largest force on an atom values of 6.5 3.9 eV Å⁻¹, respectively.
The records above yield ΔE to the lowest compared entry with this formula, charge and spin values of 3.435 3.639 eV, respectively.